{
  "formula": "C19H30ClHfO6",
  "method": "ωB97M-V with the def2-TZVPD basis set",
  "elements": ["Hf", "C", "C", "O", "C", "C", "O", "C", "C", "O", "C", "C", "O", "C", "C", "O", "C", "C", "O", "H", "H", "H", "H", "H", "H", "H", "H", "H", "H", "H", "H", "H", "H", "H", "H", "H", "H", "H", "H", "H", "H", "H", "H", "Cl", "C", "C", "C", "C", "C", "C", "C", "H", "H", "H", "H", "H", "H"],
  "coordinates": [[-0.102473, 0.244036, -0.323599], [-0.252859, -0.969268, 2.819613], [1.186960, -0.915710, 2.373197], [1.363667, 0.205464, 1.460431], [1.456975, 1.501713, 2.108983], [2.002435, 2.438964, 1.066973], [1.166350, 2.288048, -0.107591], [1.825343, 2.810232, -1.292174], [0.873357, 2.634738, -2.437709], [0.502455, 1.236392, -2.431258], [-0.312857, 0.824495, -3.551633], [-1.769611, 1.008501, -3.197438], [-1.972092, 0.435144, -1.880086], [-3.240064, 0.826376, -1.297035], [-2.969790, 1.966755, -0.347313], [-2.012671, 1.521765, 0.647471], [-2.597780, 1.041966, 1.886197], [-2.445135, -0.462291, 1.946318], [-1.072810, -0.788472, 1.630459], [-0.487071, -0.182043, 3.539498], [-0.472824, -1.940712, 3.261873], [1.449602, -1.804161, 1.809079], [1.862428, -0.818064, 3.222324], [2.134999, 1.439198, 2.959428], [0.471876, 1.828791, 2.453457], [3.028299, 2.168507, 0.811306], [1.972011, 3.471125, 1.415792], [2.743673, 2.244735, -1.463785], [2.063099, 3.864218, -1.148050], [1.375452, 2.882694, -3.372859], [-0.011684, 3.264730, -2.319920], [-0.082251, -0.220643, -3.748341], [-0.059093, 1.407181, -4.436218], [-2.399046, 0.487043, -3.918680], [-2.045900, 2.065171, -3.178287], [-3.638069, -0.046170, -0.779735], [-3.946648, 1.118921, -2.072822], [-3.886272, 2.318985, 0.123006], [-2.509514, 2.810864, -0.863948], [-3.650040, 1.313912, 1.950580], [-2.070914, 1.537927, 2.701846], [-3.074911, -0.965399, 1.212968], [-2.706138, -0.839664, 2.934348], [3.438575, -5.473692, 2.029160], [2.542757, -4.357791, 1.096375], [3.188647, -3.289925, 0.476119], [2.459153, -2.400032, -0.290561], [1.076687, -2.553715, -0.455865], [0.325472, -1.599121, -1.350991], [0.446071, -3.636615, 0.160754], [1.168490, -4.529294, 0.932426], [4.259452, -3.174661, 0.581314], [2.978133, -1.593692, -0.801161], [-0.594153, -2.074121, -1.715285], [0.957177, -1.388839, -2.225253], [-0.614156, -3.805715, 0.008047], [0.677229, -5.378781, 1.388254]],
  "forces_ev_per_a": [[-0.02, 0.87, 0.56], [0.28, 0.05, 0.07], [-0.15, -0.35, 0.18], [-0.65, 0.05, -0.53], [0.11, 0.33, -0.09], [0.09, -0.13, 0.32], [-0.29, -0.89, -0.28], [-0.01, 0.07, -0.29], [0.14, 0.26, 0.18], [-0.22, -0.31, 0.99], [-0.30, -0.24, -0.15], [0.27, 0.05, -0.25], [0.59, 0.02, 0.72], [-0.16, 0.13, 0.21], [-0.11, 0.05, -0.28], [0.39, -0.50, -0.46], [0.07, -0.25, 0.26], [-0.30, 0.19, -0.08], [0.41, 0.39, -0.76], [-0.11, 0.01, -0.05], [-0.03, -0.01, -0.01], [0.09, 0.02, -0.03], [0.03, 0.10, -0.04], [0.01, -0.04, 0.00], [-0.02, -0.09, 0.03], [-0.02, 0.00, -0.07], [-0.04, 0.03, -0.06], [0.02, 0.02, 0.07], [-0.02, 0.00, 0.06], [-0.03, -0.07, -0.05], [-0.03, -0.05, -0.04], [0.05, 0.02, 0.06], [0.07, 0.01, 0.01], [-0.05, -0.01, 0.03], [-0.04, -0.01, 0.08], [-0.03, 0.00, -0.08], [0.04, -0.06, -0.07], [0.04, 0.01, 0.10], [-0.01, 0.00, 0.03], [0.00, 0.09, -0.06], [0.03, 0.01, -0.03], [0.06, -0.05, 0.01], [0.03, -0.07, -0.01], [0.01, -0.01, 0.03], [-0.06, 0.11, -0.09], [0.11, 0.00, 0.09], [-0.14, 0.04, -0.08], [0.18, 0.24, -0.01], [-0.09, -0.17, -0.19], [-0.08, 0.16, 0.08], [-0.02, -0.05, 0.06], [-0.01, -0.04, 0.00], [0.03, -0.04, -0.02], [-0.01, 0.09, -0.07], [-0.12, 0.07, -0.03], [0.00, -0.01, 0.01], [0.03, -0.01, 0.00]],
  "mulliken_charge": [3.093, -0.661, 0.003, -0.336, -0.484, -0.639, -0.438, -0.808, -0.646, -0.460, -0.895, -0.601, -0.450, -0.631, -0.505, -0.529, -0.655, -0.566, -0.455, 0.438, 0.516, -0.586, 0.692, 0.487, 0.190, 0.452, 0.414, 0.478, 0.466, 0.503, 0.321, 0.328, 0.580, 0.461, 0.452, 0.237, 0.559, 0.525, 0.316, 0.559, 0.256, 0.225, 0.623, -0.119, 0.205, -0.859, -0.160, 0.442, -1.487, -0.135, -0.857, 0.484, 0.445, 0.750, 0.523, 0.460, 0.476],
  "e_homo_ev": -16.42,
  "charge": 3,
  "orbital_gap_ha": 0.22464,
  "e_lumo_ev": -10.3
}

=====

{
  "formula": "H6NP3",
  "method": "ωB97M-V with the def2-TZVPD basis set",
  "elements": ["N", "P", "P", "P", "H", "H", "H", "H", "H", "H"],
  "coordinates": [[-0.174467, -1.764525, 0.069345], [0.191591, 0.141125, 0.578002], [-1.577346, 1.261136, -0.012438], [2.074962, 0.933281, -0.271121], [-1.152524, -1.546408, -0.126861], [0.471334, 0.200435, 2.054487], [-1.097330, 2.546438, 0.470803], [-0.718460, 1.304842, -1.239760], [2.845617, -0.284152, -0.571976], [2.831725, 1.146697, 0.882770]],
  "forces_ev_per_a": [[1.30, 4.82, 1.10], [0.20, -5.65, 1.21], [1.66, 0.70, -0.83], [0.63, -0.45, -0.99], [-0.48, -0.26, -0.15], [-0.56, 0.26, -1.58], [-0.22, -0.54, -0.35], [-1.27, 0.35, 0.78], [-1.09, 0.64, 0.29], [-0.17, 0.12, 0.52]],
  "mulliken_charge": [-0.523, 0.086, -0.103, -0.161, 0.131, 0.144, 0.098, 0.123, 0.126, 0.080],
  "e_homo_ev": -7.85,
  "orbital_gap_ha": 0.28785,
  "de_lowest_kj_mol": 293.7,
  "e_lumo_ev": 0.0
}

=====

{
  "formula": "C12H27BN3O13",
  "method": "ωB97M-V with the def2-TZVPD basis set",
  "elements": ["O", "B", "O", "O", "N", "C", "N", "C", "O", "C", "N", "H", "H", "H", "H", "H", "H", "H", "H", "H", "C", "O", "C", "O", "O", "C", "H", "H", "H", "H", "H", "H", "C", "O", "C", "O", "O", "C", "H", "H", "H", "H", "H", "H", "C", "O", "C", "O", "O", "C", "H", "H", "H", "H", "H", "H"],
  "coordinates": [[1.750387, -1.898033, -3.942051], [1.315211, -1.661211, -5.197841], [0.253628, -0.865246, -5.463791], [2.018966, -2.312881, -6.289429], [2.835633, -1.458947, -6.972012], [3.766333, -0.720546, -6.399998], [4.383404, -1.148814, -5.286873], [4.951574, -0.009959, -4.521829], [4.067565, 1.065887, -4.602632], [3.790189, 1.552076, -5.911193], [4.050616, 0.535781, -6.933897], [1.656213, -1.103889, -3.394032], [-0.154621, -1.028552, -6.322592], [2.758546, -1.505975, -7.982064], [5.035546, -1.907164, -5.471350], [5.010688, -0.296766, -3.474357], [5.965337, 0.238527, -4.861061], [2.736865, 1.828437, -5.936889], [4.375714, 2.446327, -6.130706], [5.000157, 0.594138, -7.289246], [-0.382398, 1.638166, 1.433600], [-1.200431, 0.505517, 1.113570], [-0.741156, -0.247651, 0.123632], [0.270655, -0.056283, -0.507199], [-1.589438, -1.258868, -0.061780], [-1.182610, -2.159806, -1.090968], [-0.881346, 2.155888, 2.247485], [0.606683, 1.321864, 1.757117], [-0.300234, 2.306549, 0.578483], [-0.226208, -2.615173, -0.840455], [-1.105523, -1.629657, -2.039496], [-1.945135, -2.928902, -1.160977], [1.955932, -2.573585, 5.347955], [0.826503, -1.707195, 5.484347], [-0.275143, -2.141005, 4.872351], [-0.371906, -3.159754, 4.237772], [-1.244162, -1.254091, 5.080841], [-2.496954, -1.599001, 4.483908], [2.764743, -2.094963, 5.891405], [1.745889, -3.549307, 5.781220], [2.228779, -2.686563, 4.300255], [-2.874866, -2.533216, 4.894620], [-2.394165, -1.677613, 3.402556], [-3.185478, -0.794930, 4.727481], [-4.171883, 1.898412, 2.366268], [-5.036585, 2.666967, 3.202561], [-4.475580, 3.036921, 4.355058], [-3.351300, 2.776421, 4.700330], [-5.365135, 3.737195, 5.049721], [-4.892638, 4.200426, 6.320261], [-4.733564, 1.661110, 1.467606], [-3.290616, 2.476509, 2.095550], [-3.875284, 0.973829, 2.857470], [-4.037266, 4.860500, 6.192615], [-4.620760, 3.360855, 6.956490], [-5.719373, 4.747245, 6.762192]],
  "forces_ev_per_a": [[0.57, 0.64, -0.42], [-0.27, -0.03, 0.34], [0.09, -0.23, -0.21], [0.58, -0.81, -0.12], [-0.17, 0.38, 0.11], [0.28, -0.65, -0.21], [0.40, 1.13, -0.26], [0.22, 0.12, 0.33], [-0.19, -0.26, 0.03], [-0.13, 0.37, -0.02], [0.02, -0.04, -0.49], [-0.46, -0.42, 0.43], [0.05, 0.28, -0.02], [-0.56, 0.48, 0.02], [-0.58, -0.62, 0.50], [-0.06, -0.01, -0.04], [-0.09, 0.02, -0.19], [0.00, -0.12, 0.17], [0.16, -0.16, -0.09], [0.09, -0.05, 0.23], [0.01, 0.24, 0.14], [0.02, 0.06, 0.02], [-0.07, -0.06, 0.05], [0.01, 0.02, -0.04], [0.07, 0.04, 0.00], [0.00, -0.15, -0.16], [-0.07, -0.12, 0.04], [0.01, -0.05, -0.07], [0.05, -0.08, -0.06], [0.02, 0.03, -0.03], [0.04, -0.03, -0.02], [-0.08, 0.07, 0.11], [0.11, 0.00, 0.05], [0.02, 0.02, -0.01], [-0.01, 0.02, 0.01], [0.01, -0.01, -0.03], [-0.01, 0.03, 0.02], [-0.19, 0.05, -0.07], [-0.04, 0.04, 0.02], [-0.03, -0.02, -0.05], [-0.04, -0.04, -0.01], [0.07, -0.06, -0.06], [0.02, -0.08, 0.01], [0.11, 0.08, 0.07], [0.01, -0.12, -0.23], [-0.01, -0.02, 0.00], [-0.02, 0.01, 0.00], [0.02, 0.00, 0.00], [-0.01, 0.00, 0.00], [-0.05, 0.07, 0.10], [-0.12, 0.07, 0.05], [0.04, -0.03, 0.07], [0.09, 0.05, 0.05], [0.04, -0.05, -0.01], [0.05, -0.01, -0.03], [-0.03, -0.01, -0.05]],
  "mulliken_charge": [-0.456, 0.619, -0.401, -0.359, 0.054, 0.210, -0.064, -0.397, -0.367, -0.293, -0.383, 0.325, 0.325, 0.306, 0.264, 0.316, 0.371, 0.259, 0.351, 0.322, -0.732, -0.103, 0.683, -0.594, -0.296, -0.604, 0.179, 0.347, 0.354, 0.299, 0.224, 0.255, -0.628, -0.328, 0.816, -0.557, -0.292, -0.506, 0.222, 0.296, 0.280, 0.345, 0.194, 0.143, -0.349, -0.338, 0.793, -0.549, -0.341, -0.623, 0.308, 0.206, 0.090, 0.296, 0.297, 0.215],
  "e_homo_ev": -12.07,
  "charge": 1,
  "orbital_gap_ha": 0.27306,
  "e_lumo_ev": -4.6
}

=====

Question: Which formula does entry 3 have?
Answer: C12H27BN3O13

=====

Please write out number 2 again, unchanged.
{
  "formula": "H6NP3",
  "method": "ωB97M-V with the def2-TZVPD basis set",
  "elements": ["N", "P", "P", "P", "H", "H", "H", "H", "H", "H"],
  "coordinates": [[-0.174467, -1.764525, 0.069345], [0.191591, 0.141125, 0.578002], [-1.577346, 1.261136, -0.012438], [2.074962, 0.933281, -0.271121], [-1.152524, -1.546408, -0.126861], [0.471334, 0.200435, 2.054487], [-1.097330, 2.546438, 0.470803], [-0.718460, 1.304842, -1.239760], [2.845617, -0.284152, -0.571976], [2.831725, 1.146697, 0.882770]],
  "forces_ev_per_a": [[1.30, 4.82, 1.10], [0.20, -5.65, 1.21], [1.66, 0.70, -0.83], [0.63, -0.45, -0.99], [-0.48, -0.26, -0.15], [-0.56, 0.26, -1.58], [-0.22, -0.54, -0.35], [-1.27, 0.35, 0.78], [-1.09, 0.64, 0.29], [-0.17, 0.12, 0.52]],
  "mulliken_charge": [-0.523, 0.086, -0.103, -0.161, 0.131, 0.144, 0.098, 0.123, 0.126, 0.080],
  "e_homo_ev": -7.85,
  "orbital_gap_ha": 0.28785,
  "de_lowest_kj_mol": 293.7,
  "e_lumo_ev": 0.0
}